Below is 13 unconnected molecules or ions with the total composition C51H114O25P4 at a distorted geometry, with properties calculated with ωB97M-V/def2-TZVPD.

## Properties
Energy ... -5258.39487 Ha
Kohn-Sham gap ... 9.1 eV
2S+1 ... 1
Molecular weight ... 1251.344 g/mol

```
194
Properties=species:S:1:pos:R:3:forces:R:3:lowdin_charge:R:1
C 4.63278 -1.26765 3.64339 0.545 0.764 1.265 -0.020
C 4.66547 0.04919 2.88491 0.189 -0.997 -0.405 -0.508
O 4.32156 0.08011 1.72864 -0.235 0.267 -0.397 0.055
C 5.16064 1.23484 3.62421 1.261 0.040 0.068 -0.015
H 5.67309 -1.59375 3.84328 -0.431 -0.051 -0.599 0.092
H 4.02088 -1.98814 3.12598 0.031 -0.337 -0.193 0.063
H 4.26289 -1.10750 4.67517 -0.177 0.002 -0.463 0.078
H 4.49734 1.36614 4.45203 -0.342 0.497 0.689 0.078
H 5.31471 2.13198 3.03977 -0.602 0.106 -0.335 0.077
H 6.16575 1.03163 4.01741 -0.252 -0.300 0.204 0.099
C -4.83498 -0.37678 -1.89116 -0.561 1.077 -0.273 -0.014
C -4.72263 -0.26045 -0.38425 2.730 1.162 -2.473 -0.521
O -5.15650 -1.07250 0.33897 -1.898 -2.511 2.533 0.073
C -3.81019 0.84259 0.09296 -0.384 0.653 0.265 -0.039
H -3.93499 -0.77688 -2.32534 0.760 -0.095 0.256 0.053
H -4.89891 0.66075 -2.26238 -0.247 -0.439 -0.280 0.087
H -5.63006 -1.02106 -2.26411 -0.328 0.229 0.346 0.081
H -3.22481 1.25468 -0.72890 -0.110 0.017 0.270 0.029
H -3.16546 0.53487 0.92553 -0.318 -0.269 -0.253 0.064
H -4.45909 1.63387 0.48933 0.049 0.141 -0.105 0.099
C -2.55298 2.09516 4.04152 -0.013 -1.903 0.128 -0.008
C -2.08815 0.66601 4.44278 -0.941 1.314 2.361 -0.462
O -2.50688 -0.28229 3.85271 0.067 -0.913 -0.887 0.063
C -1.34066 0.49004 5.80316 -0.425 0.229 -1.694 -0.005
H -3.35336 2.44194 4.69237 0.013 -0.198 0.298 0.087
H -2.98205 1.92113 3.06615 0.076 0.591 -0.494 0.062
H -1.75523 2.79475 4.10343 0.661 0.734 -0.271 0.060
H -1.56925 -0.48963 6.20977 0.169 -0.109 -0.090 0.075
H -1.66673 1.26066 6.48562 0.132 0.290 0.214 0.069
H -0.28685 0.60263 5.55341 0.225 -0.035 0.426 0.076
C 5.17124 3.50313 -0.76061 0.387 -1.558 1.215 0.001
C 4.72278 2.23823 -1.50705 1.081 0.845 0.536 -0.493
O 3.63590 2.12157 -2.00489 -0.856 0.312 -0.184 0.059
C 5.68750 1.12363 -1.57671 -0.346 -1.559 0.389 -0.029
H 4.50095 4.29857 -0.96783 -0.623 0.761 0.144 0.052
H 6.19484 3.78992 -0.96533 0.206 0.002 -0.562 0.072
H 5.25132 3.23948 0.34091 -0.600 0.346 -1.074 0.101
H 5.64871 0.56004 -0.62749 -0.364 0.105 -0.154 0.082
H 6.72335 1.37056 -1.63640 0.714 0.618 -0.410 0.072
H 5.36677 0.46689 -2.39276 0.349 0.048 0.239 0.064
C -5.86164 -3.11785 3.68455 -0.040 -0.531 0.711 -0.023
C -6.66113 -2.02514 4.29231 -0.280 2.019 -0.473 -0.485
O -7.31307 -2.19888 5.29291 0.047 0.087 0.075 0.056
C -6.70635 -0.66205 3.49787 0.348 -0.558 1.116 -0.013
H -6.00625 -3.18117 2.63053 -0.441 -0.159 -0.880 0.075
H -6.15595 -4.01919 4.22755 0.279 -0.123 -0.366 0.091
H -4.80225 -2.93920 3.77532 0.488 0.202 0.368 0.072
H -7.00423 0.21670 4.12420 0.119 -0.997 -0.402 0.085
H -7.45614 -0.86556 2.73964 -0.143 0.293 -0.294 0.076
H -5.75215 -0.45383 2.99281 -0.293 -0.173 0.084 0.057
C 1.21625 -5.51452 4.21552 -1.429 1.462 -0.699 -0.007
C 1.53612 -4.08327 3.73812 0.676 0.715 -1.203 -0.455
O 1.96857 -3.83650 2.60711 -0.743 -0.912 1.698 0.030
C 1.40665 -2.88846 4.67952 -0.133 0.264 1.037 -0.026
H 0.09713 -5.68447 4.23612 1.086 0.498 0.371 0.099
H 1.64909 -5.64516 5.19927 0.028 -0.413 0.092 0.078
H 1.54367 -6.16941 3.43574 0.678 -0.600 -0.109 0.066
H 0.78363 -3.01216 5.58119 0.132 -0.477 -0.376 0.079
H 0.97604 -2.03261 4.15887 0.148 -0.116 -0.331 0.077
H 2.39537 -2.55890 5.07130 -0.428 -0.426 -0.498 0.076
C 0.56301 -7.69371 -1.85587 1.614 0.445 0.907 -0.005
C 1.34949 -6.42951 -1.54449 0.222 0.403 0.464 -0.458
O 2.25716 -6.08377 -2.26510 0.189 -0.016 -0.172 0.037
C 1.03163 -5.53571 -0.32551 0.440 -0.957 -0.134 0.002
H 0.87864 -8.03588 -2.82597 0.134 -0.277 -0.262 0.073
H -0.44446 -7.38641 -1.90253 -1.502 -0.142 0.208 0.062
H 0.79346 -8.44235 -1.06534 -0.547 0.391 -0.489 0.101
H 1.94547 -5.37535 0.25773 -0.094 -0.350 -0.031 0.081
H 0.23556 -5.88511 0.32375 -0.081 -0.175 0.009 0.068
H 0.79017 -4.55029 -0.66083 -0.452 0.603 -0.528 0.053
C 7.74959 -1.77377 -0.67178 0.606 -0.371 -0.656 -0.025
C 7.36190 -2.06798 0.74881 0.050 -0.829 -0.734 -0.495
O 7.33745 -1.19691 1.57135 -0.078 0.514 0.884 0.067
C 6.97218 -3.50867 1.08985 -0.107 0.772 0.074 -0.004
H 8.00172 -0.71367 -0.82414 -0.310 -0.423 0.139 0.078
H 6.89361 -2.09212 -1.27576 0.091 0.296 -0.235 0.086
H 8.61282 -2.38247 -1.04106 -0.636 0.267 0.506 0.100
H 6.51681 -4.08234 0.30396 -0.341 0.115 -0.650 0.074
H 6.31041 -3.49654 1.94388 -0.056 -0.033 0.289 0.069
H 7.86330 -4.05358 1.32375 0.723 -0.267 0.410 0.077
C 3.75048 -0.53522 -6.40656 0.950 1.036 -0.815 -0.014
C 4.73117 0.25236 -5.56899 0.097 0.679 1.802 -0.469
O 5.21786 -0.20696 -4.53561 -0.589 0.232 -1.694 0.029
C 5.02910 1.69561 -5.95816 -1.127 -0.063 -0.204 -0.020
H 3.18718 -1.15873 -5.77733 -0.609 -1.062 0.774 0.050
H 4.44228 -1.10882 -7.02766 -0.403 -0.370 -0.285 0.094
H 3.06494 0.04431 -7.05121 0.588 -0.029 0.338 0.092
H 4.19468 2.31240 -5.50659 0.866 -0.563 -0.432 0.110
H 4.98747 1.83582 -7.05072 0.055 0.008 0.397 0.079
H 5.98054 2.01255 -5.55536 0.131 0.083 0.116 0.072
C -0.76050 5.78791 1.85677 -0.902 1.755 -0.643 -0.065
C 0.09130 6.22142 2.99758 1.402 -1.246 -0.079 -0.316
O -0.62823 6.42387 4.19378 -1.212 2.245 1.321 -0.184
P -0.75615 7.95565 4.76873 1.535 0.026 -1.962 0.391
O -0.51946 8.99965 3.73142 -0.155 -0.995 0.913 -0.251
O -2.14175 8.09352 5.47692 -0.957 -0.756 -0.287 -0.179
C -3.31259 7.95440 4.59042 0.020 0.151 0.455 -0.244
C -4.54034 8.23354 5.42381 0.610 -0.850 -0.026 -0.074
O 0.29136 7.89835 5.94764 -0.362 1.168 0.069 -0.190
C 0.73291 9.16210 6.59452 -0.708 -1.619 1.722 -0.187
C -0.08212 9.46107 7.90928 0.504 1.485 -1.612 -0.066
H -1.67393 6.42436 1.87160 0.314 -0.647 -0.173 0.097
H -0.23444 6.06868 0.94520 -0.031 -0.244 -0.217 0.070
H -0.98896 4.74381 1.83204 -0.342 -0.590 0.118 0.059
H 0.70881 5.37263 3.27485 0.647 -0.023 -0.181 0.115
H 0.74778 7.04079 2.68250 -0.395 0.155 0.549 0.120
H -3.24612 8.70327 3.80698 0.355 -0.178 -0.323 0.114
H -3.34139 6.91434 4.19263 0.164 0.784 0.163 0.127
H -5.38456 7.91668 4.81174 -0.323 0.494 0.232 0.084
H -4.45998 7.55705 6.26037 -0.341 -0.237 0.476 0.073
H -4.57380 9.24393 5.82776 -0.205 0.049 -0.403 0.084
H 1.75586 8.85706 6.82949 -0.041 0.722 0.050 0.114
H 0.67276 10.05082 5.96095 0.058 -0.511 -0.307 0.113
H -0.18763 8.75728 8.69964 0.229 -1.232 0.093 0.057
H 0.48032 10.28815 8.35447 -0.194 0.184 0.034 0.071
H -1.08517 9.84188 7.66270 0.332 -0.153 -0.012 0.073
C -4.19311 -8.38475 -6.62608 -0.953 -1.268 0.683 -0.085
C -3.00617 -7.46102 -6.42053 0.033 0.741 -1.979 -0.290
O -2.94048 -6.74488 -5.21575 -1.374 -0.220 1.207 -0.170
P -1.95109 -5.54410 -5.03811 -2.014 1.918 0.788 0.359
O -2.07257 -4.52200 -6.10348 0.296 -0.475 0.713 -0.237
O -2.31119 -5.04740 -3.52448 0.618 -0.323 -1.718 -0.199
C -3.35932 -4.09267 -3.23985 -0.436 -0.053 -0.481 -0.258
C -3.45244 -4.10309 -1.74358 -0.213 0.398 1.622 -0.076
O -0.57514 -6.23431 -4.87074 1.190 0.446 -0.017 -0.183
C 0.56250 -5.45187 -5.42104 -0.898 1.029 -0.343 -0.189
C 0.87456 -4.19392 -4.55712 0.429 -0.411 -0.786 -0.051
H -4.05853 -8.89495 -7.59405 0.175 0.110 0.356 0.078
H -4.40509 -9.17852 -5.86240 0.748 0.622 -0.439 0.084
H -5.18103 -7.89802 -6.72362 0.692 0.437 0.103 0.079
H -2.00844 -7.89974 -6.48724 -0.327 -0.721 -0.546 0.119
H -3.13874 -6.74995 -7.28319 0.591 -0.260 0.806 0.130
H -3.17133 -3.10431 -3.71883 0.274 -0.634 0.522 0.123
H -4.30572 -4.44934 -3.66597 0.163 -0.071 -0.056 0.119
H -4.21020 -3.40829 -1.29325 0.464 -0.544 -0.713 0.087
H -3.65913 -5.12581 -1.36833 -0.117 0.465 -0.395 0.090
H -2.49988 -3.82927 -1.27014 -0.076 0.082 -0.342 0.060
H 1.29038 -6.22802 -5.47117 1.044 -0.024 0.059 0.104
H 0.24483 -5.15014 -6.44306 0.386 -0.193 0.635 0.112
H 1.35673 -4.51725 -3.63057 -0.877 0.255 0.287 0.046
H 1.66304 -3.54271 -4.98128 -0.328 -0.538 -0.475 0.074
H -0.02722 -3.54284 -4.53279 0.547 -0.619 0.593 0.079
C 2.97094 -1.68582 -1.20982 -1.135 -0.207 0.622 -0.024
C 1.84705 -1.88848 -0.15115 1.266 0.804 -0.800 -0.237
O 0.64569 -1.63295 -0.89323 -1.570 0.301 0.424 -0.182
P -0.73033 -1.35385 -0.14090 0.247 0.425 0.315 0.431
O -1.78370 -0.81037 -1.00175 0.257 -0.268 -0.362 -0.210
O -1.06685 -2.72602 0.56736 0.554 0.545 -0.516 -0.165
C -2.12382 -2.79660 1.51072 -0.724 0.018 0.956 -0.271
C -1.89957 -4.05296 2.25890 1.237 -1.193 1.309 -0.058
O -0.43834 -0.41119 1.11819 0.380 -1.006 0.402 -0.194
C -0.42340 1.01272 1.02738 1.313 0.166 -0.035 -0.221
C 1.01668 1.52247 0.65224 -0.971 0.292 0.009 -0.032
H 3.96295 -1.73586 -0.75140 -0.151 -0.102 -0.217 0.068
H 2.79365 -2.44590 -1.98616 0.482 0.096 0.252 0.077
H 2.80924 -0.71651 -1.68773 0.263 0.060 0.165 0.065
H 1.81128 -2.89505 0.20324 0.086 -0.619 0.369 0.067
H 1.91806 -1.20547 0.70664 0.082 -0.146 -0.331 0.101
H -2.17079 -1.94612 2.20282 0.477 0.005 -0.304 0.101
H -3.10548 -2.83533 1.07472 -0.328 0.117 -0.959 0.103
H -1.00069 -3.97076 2.90910 -0.524 0.064 -0.319 0.068
H -2.72060 -4.36268 2.88809 -0.450 0.301 0.279 0.072
H -1.70552 -4.92349 1.63527 -0.024 0.140 -0.487 0.076
H -1.19204 1.20383 0.27962 0.318 0.954 -0.111 0.087
H -0.71645 1.44771 1.99443 -0.112 -0.499 -0.205 0.101
H 1.13482 1.28160 -0.39319 0.457 -0.184 -0.446 0.056
H 0.95808 2.63321 0.66914 0.360 -0.568 0.245 0.073
H 1.91442 1.12104 1.21911 -1.418 0.463 -0.356 0.085
C -3.81929 5.40361 -5.47367 -0.557 1.177 1.454 -0.085
C -3.53773 4.14270 -4.73780 0.987 -0.822 0.285 -0.231
O -2.19747 4.25268 -4.09166 -1.339 0.778 -0.898 -0.186
P -1.71946 3.08361 -3.16158 0.777 0.982 -0.430 0.402
O -2.60357 2.89594 -1.99899 0.646 -0.427 -0.103 -0.225
O -0.18202 3.54774 -2.87280 -1.775 -1.259 -0.656 -0.177
C 0.05130 4.66215 -2.03667 -0.129 0.374 0.082 -0.309
C 1.51552 4.75608 -1.83419 1.202 -0.085 -1.222 -0.082
O -1.57047 1.93294 -4.23792 -0.053 -0.501 1.072 -0.182
C -1.21110 0.61331 -3.70030 0.629 -0.835 -2.210 -0.208
C 0.32520 0.43071 -3.94954 -1.507 -0.089 1.469 -0.040
H -3.08265 5.68119 -6.17259 0.923 0.007 -1.078 0.060
H -4.80386 5.39693 -5.93684 -0.006 -0.161 -0.057 0.083
H -3.81449 6.22251 -4.71924 -0.171 -0.379 -0.450 0.095
H -4.31121 4.02132 -3.97715 0.265 -0.317 0.149 0.117
H -3.47408 3.24678 -5.37949 -0.227 0.398 0.216 0.121
H -0.30315 5.58443 -2.51100 -0.217 -0.165 0.006 0.126
H -0.46018 4.52922 -1.10100 -0.449 -0.093 0.526 0.094
H 1.72144 5.53691 -1.12298 0.325 0.191 0.504 0.070
H 2.00525 3.79627 -1.61008 -0.363 0.351 0.353 0.055
H 1.96718 5.06471 -2.79884 -0.077 -0.045 0.439 0.095
H -1.58847 0.50331 -2.69732 0.413 0.088 0.489 0.059
H -1.76436 -0.15398 -4.30929 0.353 0.871 0.414 0.129
H 0.55203 0.32405 -5.00366 -0.031 0.400 -0.163 0.068
H 0.81998 1.27100 -3.44596 0.277 -0.280 -0.448 0.067
H 0.61340 -0.50032 -3.46329 0.184 -0.047 0.140 0.058
```
Forces are in eV/Å.